This record from the OMol25 dataset describes the molecule C5H9P. The level of theory is the ωB97M-V functional and the def2-TZVPD basis.

Output
* HOMO energy (alpha / beta): -4.82 / -9.22 eV
* expectation value of S²: 2.018
* 2S+1: 3
* energy relative to the best compared isomer or geometry (same formula, charge and spin): 2.062 eV
* molar mass: 100.10 g mol⁻¹
* LUMO level (alpha / beta): 1.1 / -2.3 eV
* orbital gap (alpha / beta): 5.879 / 6.946 eV

Element x y z (Å)
C: 0.77113 -0.94114 0.28513
C: -0.37942 -0.34186 0.41518
C: 1.81216 -0.00130 -1.24547
C: -0.76595 0.79133 -0.50028
C: -1.41108 -0.70038 1.45768
P: 0.59737 1.26425 -1.70938
H: 1.26338 -1.75666 0.76139
H: 2.71851 0.35339 -0.77898
H: 1.97014 -0.77995 -1.97840
H: -1.65890 0.50363 -1.06931
H: -1.03151 1.67747 0.08243
H: -2.40744 -0.41444 1.12513
H: -1.20328 -0.16530 2.38371
H: -1.40344 -1.76810 1.66884
H: 1.12834 2.27905 -0.89765